1.
Below is a 3-piece molecular cluster, C3H11NO2 overall, with properties calculated with ωB97M-V/def2-TZVPD.

Last column: natural (NBO) charge in e.
Positions of all 17 atoms, in Å:
C: 0.88 0.08 -2.82  -0.54
C: -0.09 0.71 -2.12  0.00
N: -0.04 0.77 -0.77  -0.61
C: -1.11 1.58 -0.06  -0.41
H: 0.77 -0.21 -3.84  0.20
H: 1.94 -0.15 -2.45  0.20
H: -0.84 1.35 -2.52  0.19
H: 0.76 0.76 -0.25  0.39
H: -0.81 2.59 0.25  0.19
H: -1.30 1.02 0.91  0.17
H: -1.92 1.50 -0.76  0.21
H: 0.63 -0.36 1.34  0.47
H: 1.48 -1.71 0.93  0.50
O: 1.44 -0.76 1.06  -0.96
H: -1.70 -1.38 3.70  0.47
H: -0.39 -1.31 2.99  0.46
O: -0.99 -1.95 3.32  -0.92

As for the SMILES: C=CNC.O.O. For the HOMO energy, the calculation gives -7.637 eV. The total energy is -326.05252 hartree. For the molar mass, the calculation gives 93.126 g mol⁻¹. The HOMO-LUMO gap comes out at 8.05 eV.

2.
Below is C3H11NO2 as an isolated structure, with properties calculated with ωB97M-V/def2-TZVPD.

Last column: natural (NBO) charge in e.
Positions of all 17 atoms, in Å:
C: 0.09 -0.57 0.81  -0.15
O: -1.34 -0.63 0.83  -0.71
C: 0.70 0.09 -0.40  -0.03
C: -0.08 1.12 -1.17  -0.69
N: 1.86 -1.93 -1.26  -0.92
H: 0.45 -1.59 0.97  0.20
H: 0.23 -0.09 1.79  0.30
H: -1.71 2.51 1.61  0.45
H: 1.72 0.42 -0.17  0.24
H: -0.80 1.67 -0.54  0.38
H: 0.66 1.82 -1.57  0.22
H: -0.55 0.59 -2.00  0.26
H: 2.37 -1.69 -2.09  0.37
H: 1.17 -0.91 -0.96  0.30
H: 1.79 -2.93 -1.14  0.40
H: -1.56 0.33 1.12  0.52
O: -1.20 1.84 1.14  -1.13

For the HOMO energy, the calculation gives -8.679 eV. The total energy is -325.86097 hartree. For the molar mass, the calculation gives 93.126 g mol⁻¹. The HOMO-LUMO gap comes out at 5.15 eV.

3.
Below is a 2-piece molecular cluster, C3H11NO2 overall, with properties calculated with ωB97M-V/def2-TZVPD.

Last column: natural (NBO) charge in e.
Positions of all 17 atoms, in Å:
C: 0.48 0.86 -0.89  -0.23
N: -0.55 0.22 -0.07  -0.66
C: -1.61 -0.51 -0.72  0.10
O: -2.64 0.32 -1.23  -0.76
C: 1.83 0.52 -0.33  -0.64
H: 0.31 1.93 -1.02  0.18
H: 0.33 0.49 -1.91  0.19
H: -0.95 0.81 0.65  0.36
H: -2.05 -1.18 0.03  0.15
H: -1.30 -1.07 -1.59  0.18
H: -3.22 0.78 -0.59  0.47
H: 2.66 0.94 -0.90  0.21
H: 2.06 -0.55 -0.38  0.21
H: 1.99 0.49 0.76  0.23
H: 0.96 -2.13 2.62  0.47
H: 0.58 -0.64 2.54  0.47
O: 1.12 -1.28 3.05  -0.94

As for the SMILES: CCNCO.O. For the HOMO energy, the calculation gives -9.270 eV. The total energy is -326.09835 hartree. For the molar mass, the calculation gives 93.126 g mol⁻¹. The HOMO-LUMO gap comes out at 9.97 eV.

4.
Below is a 2-piece molecular cluster, C3H11NO2S overall, with properties calculated with ωB97M-V/def2-TZVPD.

Last column: natural (NBO) charge in e.
Positions of all 18 atoms, in Å:
C: -0.06 0.43 -0.36  -0.24
C: -0.89 1.61 0.15  -0.50
S: -2.53 1.52 -0.64  -0.06
N: 1.35 0.60 -0.08  -0.65
C: 2.16 -0.61 -0.19  0.09
O: 2.87 -0.90 0.98  -0.71
H: -0.45 -0.47 0.11  0.22
H: -0.25 0.29 -1.44  0.16
H: -0.40 2.55 -0.09  0.21
H: -1.02 1.51 1.23  0.21
H: -3.07 2.46 0.15  0.12
H: 1.82 1.34 -0.57  0.37
H: 1.51 -1.46 -0.41  0.15
H: 2.85 -0.49 -1.03  0.16
H: 2.23 -1.03 1.68  0.46
H: -2.51 -2.69 -0.41  0.48
H: -1.90 -2.30 0.92  0.47
O: -1.69 -2.37 -0.01  -0.94

As for the SMILES: OCNCCS.O. For the HOMO energy, the calculation gives -9.034 eV. The total energy is -724.29584 hartree. For the molar mass, the calculation gives 125.193 g mol⁻¹. The HOMO-LUMO gap comes out at 9.61 eV.

5.
Below is a 2-piece molecular cluster, C3H11NO2S2 overall, with properties calculated with ωB97M-V/def2-TZVPD.

Last column: natural (NBO) charge in e.
Positions of all 19 atoms, in Å:
N: -1.14 0.89 1.43  -0.85
C: -0.07 1.05 0.30  -0.10
C: -0.56 2.24 -0.61  -0.07
O: -0.84 1.70 -1.87  -0.72
C: 1.20 1.37 1.02  -0.51
S: 2.15 0.28 2.26  0.08
S: 2.55 -1.52 1.14  -0.14
H: -0.92 0.18 2.14  0.36
H: -1.86 0.38 0.90  0.34
H: -0.11 0.29 -0.45  0.20
H: -1.39 2.82 -0.16  0.19
H: 0.25 2.98 -0.77  0.18
H: -1.56 1.11 -1.86  0.46
H: 1.01 2.33 1.52  0.24
H: 1.88 1.49 0.14  0.22
H: 3.79 -1.40 0.78  0.12
H: -1.85 -5.21 -1.31  0.47
H: -1.32 -5.33 -2.73  0.47
O: -1.22 -5.66 -1.86  -0.93

As for the SMILES: N[C@@H](CO)CSS.O. For the HOMO energy, the calculation gives -9.292 eV. The total energy is -1122.45379 hartree. For the molar mass, the calculation gives 157.260 g mol⁻¹. The HOMO-LUMO gap comes out at 9.50 eV.

6.
Below is C3H11NO2S2 as an isolated structure, with properties calculated with ωB97M-V/def2-TZVPD.

Last column: natural (NBO) charge in e.
Positions of all 19 atoms, in Å:
N: -1.47 -0.88 -0.59  -0.70
C: -0.28 -0.45 0.15  -0.09
C: -0.64 1.08 0.45  -0.44
O: -2.39 1.34 0.30  -0.60
C: 1.18 -0.64 -0.50  -0.53
S: 2.53 -0.08 0.67  0.05
S: -0.44 -0.15 -3.53  -0.32
H: -1.34 -0.95 -1.68  0.37
H: -2.20 -0.11 -0.36  0.42
H: -0.22 -0.97 1.09  0.23
H: -1.11 1.36 1.40  0.33
H: -1.37 1.45 -0.51  0.45
H: 0.24 1.68 0.19  0.27
H: 1.31 -1.62 -0.92  0.25
H: 1.25 0.08 -1.34  0.24
H: -0.82 -0.89 -4.64  0.14
H: 2.07 0.10 2.47  0.44
H: 2.14 -0.24 4.06  0.47
O: 1.55 -0.12 3.29  -0.97

For the HOMO energy, the calculation gives -8.364 eV. The total energy is -1122.08082 hartree. For the molar mass, the calculation gives 157.260 g mol⁻¹. The HOMO-LUMO gap comes out at 3.10 eV.